C3H6O3Ru as an isolated structure at a distorted geometry. Source: the OMol25 dataset; level of theory: ωB97M-V/def2-TZVPD.

CARTESIAN COORDINATES (ANGSTROEM)
O (2.0496, -2.4102, 0.5475)
C (2.1109, -1.4597, -0.3902)
C (1.0631, -0.6396, -0.6252)
O (0.0480, -0.6198, 0.3095)
C (-1.0787, 0.9760, 0.2723)
Ru (0.2739, -2.3410, 1.3302)
H (3.0101, -1.3917, -1.0181)
H (1.0222, 0.0652, -1.4647)
H (-1.7710, 0.5082, 0.9873)
H (-0.2314, 1.5977, 0.5960)
H (-1.3421, 0.8126, -0.7847)
O (-2.1453, 2.5947, 0.2724)
H (-3.0091, 2.3075, -0.0323)

Values from the calculation:
Charge: 0
2S+1: 7



A 2-piece molecular cluster, C3H6O4 overall at a distorted geometry. Source: the OMol25 dataset; level of theory: ωB97M-V/def2-TZVPD.

CARTESIAN COORDINATES (ANGSTROEM)
C (-0.7433, 0.0625, -1.5998)
C (-0.6033, -0.9919, 0.8715)
C (1.3304, 0.3762, 1.1021)
O (-0.6267, 1.0471, -0.9171)
O (0.2490, -0.5300, -2.2719)
O (-1.8398, -0.8933, 1.0498)
O (0.0916, -0.0375, 1.6206)
H (-1.6832, -0.4556, -2.0780)
H (1.2756, 0.6086, 0.0033)
H (2.1013, -0.3835, 1.2277)
H (1.5718, 1.3549, 1.5761)
H (1.0245, -0.0170, -2.1347)
H (-2.1479, -0.1405, 1.5505)

Values from the calculation:
Charge: 0
Energy above the lowest of the compared OMol25 structures with the same formula, charge and spin in kcal per mole: 74.94



An isolated ion of composition C3H6OPS and charge -1 at a distorted geometry. Source: the OMol25 dataset; level of theory: ωB97M-V/def2-TZVPD.

CARTESIAN COORDINATES (ANGSTROEM)
C (1.4707, -0.6997, 0.0124)
C (-0.0629, 1.4792, -0.0575)
C (-1.2926, -1.0855, -0.0413)
O (1.5323, -1.7998, 0.4494)
P (0.0186, -0.1791, -1.0173)
S (2.9530, 0.9042, 0.1236)
H (-0.6584, 2.1867, -0.6164)
H (1.0804, 1.8719, -0.0747)
H (-0.4134, 1.2352, 0.9308)
H (-2.1110, -0.3627, -0.1055)
H (-0.8315, -1.4198, 0.9035)
H (-1.6851, -2.1307, -0.5068)

Values from the calculation:
Charge: -1
2S+1: 3
Energy above the lowest of the compared OMol25 structures with the same formula, charge and spin in kcal per mole: 0.07



C3H6OS as an isolated structure at a distorted geometry. Source: the OMol25 dataset; level of theory: ωB97M-V/def2-TZVPD.

CARTESIAN COORDINATES (ANGSTROEM)
C (-1.7311, 0.1675, 0.6230)
C (0.3267, -0.2881, -0.2374)
C (1.8203, -0.1567, -0.5709)
H (-1.8662, 0.6299, 1.9304)
H (-2.8433, 0.6088, 0.3003)
H (-1.6155, -0.9515, 0.4386)
H (2.3259, 0.6009, 0.0242)
H (2.4495, -1.0991, -0.8789)
H (2.0026, 0.5212, -1.6878)
O (-0.2691, -1.1982, 0.4418)
S (-0.5999, 1.1653, -0.3832)

Values from the calculation:
Charge: 0
Energy above the lowest of the compared OMol25 structures with the same formula, charge and spin in kcal per mole: 117.03



A single C3H6OS molecule at a distorted geometry. Source: the OMol25 dataset; level of theory: ωB97M-V/def2-TZVPD.

CARTESIAN COORDINATES (ANGSTROEM)
S (1.9579, 0.0932, -0.3570)
C (0.4112, -0.0331, 0.4855)
C (-0.3161, 1.2362, -0.0167)
O (-1.3404, 0.2980, -0.6559)
C (-0.7859, -0.9108, -0.1294)
H (2.2292, -1.1544, -0.0114)
H (0.4416, 0.0798, 1.5329)
H (-0.8697, 1.7815, 0.7591)
H (0.4565, 1.6443, -0.9384)
H (-1.6155, -1.6446, 0.4520)
H (-0.5688, -1.3901, -1.1206)

Values from the calculation:
Charge: 0
Energy above the lowest of the compared OMol25 structures with the same formula, charge and spin in kcal per mole: 80.13
SMILES: SC1COC1



A single C3H6OS2 molecule at a distorted geometry. Source: the OMol25 dataset; level of theory: ωB97M-V/def2-TZVPD.

CARTESIAN COORDINATES (ANGSTROEM)
O (0.4103, -1.4361, 1.8212)
C (-0.1927, -0.9505, 0.6698)
C (0.3420, 0.4487, 0.4070)
C (-0.1972, 0.9344, -0.8792)
S (-1.7436, 1.1910, -1.1458)
S (1.0463, 1.1121, -2.1247)
H (-0.0475, -2.1689, 2.1886)
H (0.0292, -1.6433, -0.1850)
H (-1.2713, -0.9086, 0.7266)
H (1.3812, 0.5782, 0.3632)
H (-0.0663, 1.0969, 1.1655)
H (0.3096, 1.7462, -3.0071)

Values from the calculation:
Charge: 0
Energy above the lowest of the compared OMol25 structures with the same formula, charge and spin in kcal per mole: 24.65
SMILES: OCCC(=S)S



A 2-piece molecular cluster, C3H6OSe overall at a distorted geometry. Source: the OMol25 dataset; level of theory: ωB97M-V/def2-TZVPD.

CARTESIAN COORDINATES (ANGSTROEM)
C (0.1345, 0.5043, 0.9615)
C (0.8823, -0.6836, 0.3636)
C (-0.5735, 0.5942, -1.2446)
O (-0.4064, 1.3231, -0.1527)
Se (0.9643, -0.5940, -1.5321)
H (-0.7513, 0.0798, 1.4175)
H (0.6756, 1.1615, 1.6699)
H (1.9874, -0.6538, 0.6655)
H (0.2607, -1.6200, 0.6854)
H (-2.0296, -1.1344, -0.7992)
H (-1.1440, 1.0230, -2.0346)

Values from the calculation:
Charge: 0
Energy above the lowest of the compared OMol25 structures with the same formula, charge and spin in kcal per mole: 89.72



A single C3H6OSe molecule at a distorted geometry. Source: the OMol25 dataset; level of theory: ωB97M-V/def2-TZVPD.

CARTESIAN COORDINATES (ANGSTROEM)
C (-0.3686, 0.5357, -1.7600)
Se (-1.1360, 0.9851, 0.0696)
C (-0.3962, -0.5194, 1.1989)
C (1.2128, -0.2350, 1.3398)
O (1.9977, -0.8378, 0.7040)
H (-0.5550, -0.4708, -2.2144)
H (-1.0849, 1.1957, -2.2774)
H (0.6373, 0.7986, -1.8918)
H (-0.7378, -1.4693, 0.6399)
H (-1.0334, -0.5047, 2.1929)
H (1.4642, 0.5220, 1.9985)

Values from the calculation:
Charge: 0
Energy above the lowest of the compared OMol25 structures with the same formula, charge and spin in kcal per mole: 9.76
SMILES: C[Se]CC=O



A 2-piece molecular cluster, C3H6P2 overall at a distorted geometry. Source: the OMol25 dataset; level of theory: ωB97M-V/def2-TZVPD.

CARTESIAN COORDINATES (ANGSTROEM)
P (1.6572, -0.9763, 0.1597)
C (1.0937, -2.4204, 0.6858)
C (0.8142, -3.8570, 0.5058)
C (0.1787, -3.1920, 1.5090)
H (2.1375, -1.5394, -0.9743)
H (0.8703, -4.6850, -0.0755)
H (-0.3683, -3.3498, 2.4981)
P (0.3948, 2.4980, -0.6374)
H (0.6746, 1.0868, -0.3109)
H (-0.5717, 2.3731, -1.5284)
H (-0.5388, 3.0140, 0.3692)

Values from the calculation:
Charge: 0
Energy above the lowest of the compared OMol25 structures with the same formula, charge and spin in kcal per mole: 93.29
SMILES: P=c1cc1.P



A single C3H6P2 molecule at a distorted geometry. Source: the OMol25 dataset; level of theory: ωB97M-V/def2-TZVPD.

CARTESIAN COORDINATES (ANGSTROEM)
C (-0.9715, -0.6148, 0.1690)
C (0.6673, -0.0122, 0.0010)
C (-2.1813, 0.3399, -0.0340)
P (3.5939, 0.5752, -0.1138)
P (2.1583, -0.8709, 0.2461)
H (-1.1165, -1.6959, 0.2914)
H (0.5794, 0.9333, -0.3514)
H (-3.0414, -0.1178, 0.2910)
H (-2.0348, 1.1965, 0.6667)
H (-2.3109, 0.7319, -0.9967)
H (4.6573, -0.4653, -0.1692)

Values from the calculation:
Charge: 0
Energy above the lowest of the compared OMol25 structures with the same formula, charge and spin in kcal per mole: 71.76



A single C3H6S molecule at a distorted geometry. Source: the OMol25 dataset; level of theory: ωB97M-V/def2-TZVPD.

CARTESIAN COORDINATES (ANGSTROEM)
C (-0.5644, 0.9697, 0.1811)
C (0.4638, 0.2773, -0.5910)
C (1.1227, -1.0602, -0.1911)
S (2.1171, 0.2914, 0.1366)
H (-1.6251, 0.9057, -0.2098)
H (-0.4428, 2.0848, 0.3825)
H (-0.5815, 0.5099, 1.2504)
H (0.3991, 0.3151, -1.9004)
H (0.6020, -1.6162, 0.6198)
H (1.2671, -1.6595, -1.0151)

Values from the calculation:
Charge: 0
Energy above the lowest of the compared OMol25 structures with the same formula, charge and spin in kcal per mole: 25.06
SMILES: C[C@@H]1CS1



A single C3H6S molecule at a distorted geometry. Source: the OMol25 dataset; level of theory: ωB97M-V/def2-TZVPD.

CARTESIAN COORDINATES (ANGSTROEM)
C (-1.1721, -0.0213, 0.4032)
C (0.0856, -0.3445, -0.2777)
C (1.2710, 0.4024, -0.1920)
S (2.8002, -0.1494, 0.2030)
H (-1.6330, 0.9971, 0.3158)
H (-0.7507, -0.0061, 1.4318)
H (-1.9890, -0.8661, -0.0603)
H (0.3400, -1.4434, -0.2278)
H (-0.1611, -0.0776, -1.2656)
H (1.2091, 1.5089, -0.3304)

Values from the calculation:
Charge: 0
Energy above the lowest of the compared OMol25 structures with the same formula, charge and spin in kcal per mole: 36.17
SMILES: CCC=S



A 2-piece molecular cluster, C3H6S overall at a distorted geometry. Source: the OMol25 dataset; level of theory: ωB97M-V/def2-TZVPD.

CARTESIAN COORDINATES (ANGSTROEM)
C (0.7657, -0.4039, -0.5044)
C (0.5932, 1.0296, -0.0398)
C (-0.4380, 0.0222, 0.2207)
S (-2.1017, -0.0004, -0.1606)
H (0.6687, -0.6309, -1.5600)
H (1.4877, -1.0235, 0.0028)
H (1.2073, 1.3786, 0.7748)
H (0.3760, 1.7954, -0.7745)
H (-0.3661, -0.8504, 2.4305)
H (-2.1928, -1.3167, -0.3895)

Values from the calculation:
Charge: 0
Energy above the lowest of the compared OMol25 structures with the same formula, charge and spin in kcal per mole: 107.25



A 2-piece molecular cluster, C3H6S overall at a distorted geometry. Source: the OMol25 dataset; level of theory: ωB97M-V/def2-TZVPD.

CARTESIAN COORDINATES (ANGSTROEM)
C (0.1437, 0.8333, 0.4685)
C (0.5794, -1.5883, -1.0921)
C (-1.0128, 1.3402, 0.8916)
S (1.9945, -2.2415, -1.6127)
H (0.7059, 0.3998, 1.2612)
H (0.4415, 0.8903, -0.4777)
H (0.3162, -1.4218, 0.0213)
H (-0.2018, -1.2743, -1.6225)
H (-1.3317, 1.0867, 1.8827)
H (-1.6349, 1.9755, 0.2797)

Values from the calculation:
Charge: 0
2S+1: 3
Energy above the lowest of the compared OMol25 structures with the same formula, charge and spin in kcal per mole: 4.49



A single C3H6S2 molecule at a distorted geometry. Source: the OMol25 dataset; level of theory: ωB97M-V/def2-TZVPD.

CARTESIAN COORDINATES (ANGSTROEM)
C (0.9420, 0.1921, 0.5962)
C (-0.8226, 0.0671, -0.0850)
S (-1.4862, 1.7087, 0.1280)
C (-1.1335, -0.9384, -1.1948)
S (-1.7154, -1.5094, 0.4493)
H (0.8995, 1.0797, 1.1024)
H (1.5430, 0.3183, -0.2770)
H (1.2074, -0.6393, 1.2428)
H (-1.7447, 1.3233, 1.4693)
H (-1.7357, -0.6614, -2.0844)
H (-0.3402, -1.5729, -1.4186)

Values from the calculation:
Charge: 0
Energy above the lowest of the compared OMol25 structures with the same formula, charge and spin in kcal per mole: 55.76
SMILES: C[C@@]1(S)CS1



A single C3H6S2 molecule at a distorted geometry. Source: the OMol25 dataset; level of theory: ωB97M-V/def2-TZVPD.

CARTESIAN COORDINATES (ANGSTROEM)
C (0.6273, 0.0443, -0.6757)
C (-0.6807, -0.1247, 0.0399)
S (-1.2834, -1.8502, -0.0090)
C (-1.2421, 0.7452, 1.1346)
S (-2.2692, 1.0025, -0.4447)
H (0.6616, -0.2150, -1.7737)
H (1.3053, -0.6201, -0.0758)
H (1.1249, 1.1119, -0.6080)
H (-0.1780, -2.4865, 0.3394)
H (-1.7155, 0.2666, 2.0492)
H (-0.8438, 1.6292, 1.3953)

Values from the calculation:
Charge: 0
Energy above the lowest of the compared OMol25 structures with the same formula, charge and spin in kcal per mole: 32.54
SMILES: C[C@@]1(S)CS1



A single C3H6S2 molecule at a distorted geometry. Source: the OMol25 dataset; level of theory: ωB97M-V/def2-TZVPD.

CARTESIAN COORDINATES (ANGSTROEM)
C (2.1900, -1.2142, -0.3753)
C (1.7837, -0.2764, 0.7199)
S (0.4946, 0.8925, 0.2023)
C (-0.8014, -0.2070, -0.1022)
S (-2.3564, 0.0994, -0.3368)
H (3.2277, -1.5785, -0.1560)
H (1.6656, -2.1974, -0.4049)
H (2.2860, -0.7140, -1.3812)
H (2.5349, 0.5707, 0.8700)
H (1.5503, -0.5694, 1.7433)
H (-0.5093, -1.1973, 0.0266)

Values from the calculation:
Charge: 0
Energy above the lowest of the compared OMol25 structures with the same formula, charge and spin in kcal per mole: 23.20
SMILES: CCSC=S



C3H6S2 as an isolated structure at a distorted geometry. Source: the OMol25 dataset; level of theory: ωB97M-V/def2-TZVPD.

CARTESIAN COORDINATES (ANGSTROEM)
C (0.4009, -1.5881, 0.7230)
C (0.7402, -0.1907, 0.1705)
C (-0.2968, 0.3662, -0.7352)
S (1.8786, -1.3568, -0.4449)
S (1.6544, 0.8398, 1.2570)
H (0.7360, -1.8090, 1.6422)
H (-0.4425, -2.1691, 0.2721)
H (0.0009, 1.3024, -1.2459)
H (-1.0195, 0.5790, 0.0509)
H (-0.6982, -0.4719, -1.3096)
H (0.8375, 1.7990, 1.5880)

Values from the calculation:
Charge: 0
2S+1: 3
Energy above the lowest of the compared OMol25 structures with the same formula, charge and spin in kcal per mole: 36.49



| no. | calculated total energy (Ha) |
| --- | --- |
| 1 | -438.1752 |
| 2 | -418.7748 |
| 3 | -932.5789 |
| 4 | -591.1465 |
| 5 | -591.2053 |
| 6 | -989.4892 |
| 7 | -2594.3892 |
| 8 | -2594.5166 |
| 9 | -800.4146 |
| 10 | -800.4489 |
| 11 | -516.0259 |
| 12 | -516.0082 |
| 13 | -515.8949 |
| 14 | -515.9195 |
| 15 | -914.1868 |
| 16 | -914.2238 |
| 17 | -914.2387 |
| 18 | -914.0727 |